No. 1
A cluster of 3 separate species, C38H64Br3F6IN3O3P2S in total, computed with ωB97M-V with the def2-TZVPD basis set.

Structure (ORCA input):
```
! RIJCOSX wB97M-V def2-TZVPD def2/J DEFGRID3
* xyz 1 3
C 4.7263 3.8394 0.0294
C 3.3638 3.2344 -0.2763
C 3.4852 1.7963 -0.8998
I 2.9313 0.1877 0.4209
C 2.9546 1.6227 -2.2948
C 3.8288 1.1818 -3.2915
C 5.2549 0.8135 -2.9799
C 6.2070 2.0186 -2.8901
C 7.6829 1.5914 -3.0065
S 8.7017 2.8659 -3.8285
C 3.3865 1.0360 -4.6322
P 4.4539 0.4913 -6.0309
C 6.0337 1.4229 -6.1169
C 6.6256 1.1744 -7.5249
C 4.7704 -1.3250 -5.9453
C 4.3825 -2.0378 -4.6362
C 2.0489 1.3465 -4.9190
P 1.3508 1.2665 -6.6893
O 2.4076 2.1611 -7.5412
Br 1.6386 -0.8859 -7.2733
C 1.1751 1.7426 -3.9067
C -0.2629 2.0345 -4.3067
C -0.9923 0.6933 -4.5468
C -2.2903 0.7856 -5.3460
F -2.0424 0.3756 -6.6136
Br -3.0588 2.5615 -5.4419
C -3.3676 -0.1963 -4.7432
F -4.0614 0.4275 -3.7820
F -2.7647 -1.2401 -4.1735
Br -4.6336 -0.7823 -6.0745
N 1.6263 1.8737 -2.6187
C 0.5913 2.3030 -1.6581
F 0.9504 2.3429 -0.4039
F -0.4336 1.4689 -1.7350
F 0.2158 3.5347 -1.9959
H 5.4124 3.0668 0.3764
H 4.6713 4.5721 0.8236
H 5.1850 4.2602 -0.8581
H 2.8575 3.1138 0.6707
H 2.7976 3.8835 -0.9344
H 4.5437 1.6524 -0.9295
H 5.6578 0.0859 -3.6701
H 5.2914 0.3372 -2.0027
H 6.1150 2.5101 -1.9324
H 6.0079 2.7246 -3.6883
H 7.7837 0.6973 -3.6117
H 8.0987 1.3983 -2.0264
H 7.8641 3.9022 -3.7091
H 6.7409 1.0314 -5.3933
H 5.8847 2.4774 -5.9262
H 7.7054 1.1893 -7.4427
H 6.3507 0.1794 -7.8615
H 6.2670 1.9313 -8.2079
H 5.8152 -1.4838 -6.2018
H 4.1814 -1.7546 -6.7447
H 3.5347 -1.5749 -4.1402
H 5.2317 -2.0488 -3.9643
H 4.0833 -3.0502 -4.8786
H 2.9713 2.6765 -6.9514
H -0.8385 2.5437 -3.5551
H -0.2632 2.6591 -5.1885
H -0.3502 -0.0231 -5.0469
H -1.2094 0.2728 -3.5711
C -3.3955 -0.4136 1.2362
C -1.9946 -1.0670 1.3003
C -1.5792 -1.5482 -0.0915
C -2.3174 -2.8062 -0.5501
C -2.2076 -3.9114 0.5009
C -2.6455 -3.4627 1.8948
N -1.9819 -2.1846 2.2856
O -0.7609 -2.4276 2.6406
C -4.1787 -3.3143 1.9400
C -2.3243 -4.5551 2.9091
C -1.0514 0.0393 1.7568
H -4.0475 -0.8700 0.4929
H -3.8933 -0.4531 2.2052
H -3.3145 0.6378 0.9617
H -0.5023 -1.7548 -0.0960
H -1.7424 -0.7394 -0.8097
H -3.3655 -2.5808 -0.7632
H -1.8863 -3.1559 -1.4908
H -2.8061 -4.7716 0.1958
H -1.1692 -4.2564 0.5387
H -4.4975 -2.8812 2.8896
H -4.6473 -4.2937 1.8499
H -4.5877 -2.7091 1.1348
H -1.2716 -4.8315 2.9000
H -2.8977 -5.4503 2.6725
H -2.5879 -4.2403 3.9202
H -1.3092 0.3937 2.7563
H -1.1242 0.8847 1.0719
H -0.0119 -0.2853 1.7668
C -3.9430 -2.4375 6.5624
C -3.3262 -1.0204 6.4977
C -2.6880 -0.6706 7.8425
C -3.7059 -0.3519 8.9370
C -4.6924 0.7174 8.4675
C -5.3666 0.3737 7.1394
N -4.3619 -0.0167 6.1055
O -3.7874 1.0426 5.6327
C -6.3951 -0.7531 7.3538
C -6.1812 1.5694 6.6575
C -2.2443 -1.0964 5.4292
H -4.3366 -2.6909 7.5453
H -4.7432 -2.5529 5.8301
H -3.1886 -3.1909 6.3371
H -2.0305 0.1953 7.7145
H -2.0492 -1.4979 8.1593
H -4.2383 -1.2565 9.2425
H -3.1806 0.0039 9.8251
H -5.4585 0.8719 9.2298
H -4.1589 1.6682 8.3699
H -6.8014 -1.0932 6.4003
H -7.2263 -0.3848 7.9543
H -5.9995 -1.6158 7.8837
H -5.5783 2.4713 6.5699
H -6.9766 1.7782 7.3717
H -6.6397 1.3675 5.6882
H -2.6735 -1.3226 4.4542
H -1.5321 -1.8843 5.6720
H -1.6744 -0.1715 5.3468
*
```

Its HOMO-LUMO gap (spin up / spin down) is 4.8 / 5.7 eV. The HOMO energy (spin up / spin down) comes out at -9.6 / -10.5 eV. The value obtained for the LUMO energy (spin up / spin down) is -4.8 / -4.8 eV. Its expectation value of S² is 2.008.

***

No. 2
A cluster of 4 separate species, C38H65F8N2O10S4 in total, computed with ωB97M-V with the def2-TZVPD basis set.

Structure (ORCA input):
```
! RIJCOSX wB97M-V def2-TZVPD def2/J DEFGRID3
* xyz 1 1
C 6.6284 -0.8300 3.9548
C 6.7972 -2.1533 3.1157
C 5.7862 -2.2435 1.9060
C 6.0906 -1.2315 0.7415
C 5.5889 0.2424 0.9783
C 4.1489 0.3449 1.6166
C 3.2544 1.4824 0.9691
C 2.6688 2.4750 2.0484
C 1.5209 1.8152 2.8962
C 0.1462 2.6009 2.8533
C -1.0573 1.6258 2.5464
C -2.3435 1.9069 3.4439
C -3.5301 2.2432 2.4802
C -4.9694 2.1199 3.1426
C -6.0198 1.4580 2.2157
C -6.1409 -0.0088 2.1462
C -5.2740 -1.0034 2.9367
F -5.0104 -2.1600 2.2277
F -4.0603 -0.5417 3.3150
C -6.1277 -1.4998 4.2111
F -6.4234 -2.8225 4.1034
F -7.2925 -0.7824 4.3057
C -5.3772 -1.3253 5.5778
F -6.2509 -1.7435 6.5406
F -4.2915 -2.0964 5.6971
F -5.0975 -0.0347 5.8732
C -7.1966 -0.4733 1.2822
C -7.5604 -1.9854 1.0832
C -7.0261 -2.3966 -0.3493
C -5.8643 -3.4630 -0.3461
S -4.2941 -2.7376 -0.9420
O -3.1718 -3.3185 -0.2364
O -4.1502 -3.0080 -2.3544
O -4.2504 -1.1097 -0.7662
C -8.0203 0.4621 0.5306
F -8.9951 -0.0323 -0.2517
N -7.8119 1.7556 0.6182
N -6.8749 2.1490 1.4308
C -6.7352 3.6428 1.4675
C -5.4538 4.1444 0.6893
O -4.8377 5.2567 1.3516
H 5.5459 -0.6235 4.0982
H 7.1249 -0.0079 3.3904
H 7.1391 -0.9213 4.9407
H 6.5923 -3.0077 3.8121
H 7.8481 -2.2966 2.7620
H 5.9380 -3.2700 1.4775
H 4.7410 -2.2111 2.2913
H 7.2045 -1.1775 0.6221
H 5.7059 -1.6769 -0.2128
H 5.5350 0.7256 -0.0328
H 6.3754 0.7838 1.5486
H 3.6408 -0.6240 1.3916
H 4.2869 0.4833 2.7145
H 2.4477 0.9805 0.3842
H 3.8936 2.0293 0.2316
H 2.3413 3.4108 1.5279
H 3.5379 2.7052 2.7178
H 1.7960 1.6754 3.9683
H 1.3635 0.7898 2.4810
H -0.0167 3.2047 3.7819
H 0.2393 3.3604 2.0341
H -0.7435 0.5538 2.6027
H -1.3467 1.7840 1.4747
H -2.0794 2.7854 4.0848
H -2.5716 1.0706 4.1406
H -3.4705 1.6669 1.5202
H -3.4086 3.3199 2.1950
H -5.2803 3.1110 3.5284
H -4.8437 1.4724 4.0460
H -7.1999 -2.6209 1.9136
H -8.6753 -2.0058 1.0538
H -6.7420 -1.4724 -0.9035
H -7.8650 -2.8461 -0.9346
H -6.1223 -4.2666 -1.0720
H -5.7383 -3.9324 0.6512
H -4.1117 -0.8987 0.1782
H -7.6018 4.1250 0.9531
H -6.7831 4.0288 2.5124
H -5.8065 4.5436 -0.2974
H -4.7340 3.3333 0.4441
H -5.2236 6.0400 0.9249
C 10.2465 0.9002 -3.0106
C 11.4801 0.7753 -2.1122
C 11.0284 0.1201 -0.8045
S 9.6082 -0.8994 -1.2144
O 8.4447 -0.3536 -0.5546
O 9.9704 -2.2901 -1.0979
C 9.5437 -0.4510 -2.9435
H 10.5167 1.1597 -4.0348
H 9.5876 1.6836 -2.6256
H 12.2257 0.1436 -2.6025
H 11.9445 1.7445 -1.9265
H 11.8083 -0.5078 -0.3772
H 10.7088 0.8638 -0.0749
H 8.5113 -0.4154 -3.2763
H 10.0931 -1.2082 -3.5032
C -9.0209 1.9244 -3.6562
C -10.5048 1.9800 -4.0481
C -11.0911 3.2458 -3.4158
S -9.7329 4.4001 -3.2584
O -9.4846 4.6128 -1.8491
O -9.9164 5.4922 -4.1763
C -8.4706 3.3134 -3.8954
H -8.4817 1.1719 -4.2326
H -8.9210 1.6727 -2.5955
H -10.5890 2.0302 -5.1364
H -11.0483 1.0935 -3.7200
H -11.8720 3.6863 -4.0327
H -11.4758 3.0470 -2.4158
H -7.5300 3.4880 -3.3757
H -8.3568 3.5268 -4.9589
C 8.8159 -5.6880 -5.1654
C 9.3546 -4.4801 -5.9388
C 8.3161 -3.3597 -5.8216
S 7.4549 -3.6358 -4.2722
O 6.0809 -3.9607 -4.5614
O 7.8158 -2.6007 -3.3346
C 8.3148 -5.1383 -3.8343
H 9.5819 -6.4500 -5.0203
H 7.9885 -6.1412 -5.7182
H 10.2988 -4.1551 -5.4936
H 9.5527 -4.7247 -6.9829
H 8.7833 -2.3763 -5.8031
H 7.5830 -3.4068 -6.6264
H 7.6369 -5.8143 -3.3169
H 9.1463 -4.8670 -3.1815
*
```

Its HOMO-LUMO gap is 5.8 eV. The HOMO energy comes out at -10.9 eV. The value obtained for the LUMO energy is -5.0 eV.